#1
DFT (ωB97M-V/def2-TZVPD) results for an isolated molecule of C2H3N4P.

```
10
Properties=species:S:1:pos:R:3:mulliken_charge:R:1
P 2.1700 0.4877 0.3898 0.20
N -0.3453 2.3853 -0.0635 -0.41
N 0.4268 -1.1766 -0.6031 0.04
N -0.7551 -1.0022 -0.1546 -0.31
N 1.4307 -0.2713 -0.8260 -0.38
C -0.7984 1.3430 0.1453 0.28
C -1.3534 0.0719 0.2526 -0.04
H 0.4864 -2.0037 -1.2331 0.28
H -2.3720 0.1006 0.7413 0.26
H 1.1102 0.0652 1.3513 0.08
```

highest occupied orbital energy (spin up / spin down)	-8.712 / -8.712	eV
multiplicity	1
Kohn-Sham gap (spin up / spin down)	7.71 / 7.71	eV
LUMO energy (spin up / spin down)	-1.003 / -1.004	eV
SMILES	[H]/P=N\N/N=C\C#N


#2
DFT (ωB97M-V/def2-TZVPD) results for a structure of composition C2H3N4P.

```
10
Properties=species:S:1:pos:R:3:mulliken_charge:R:1
P -2.9712 0.3197 -0.0069 0.17
N 2.0468 0.1673 0.1840 -0.55
N -0.0302 0.9607 -0.1259 -0.38
N -1.1416 -1.1347 0.1938 -0.64
N 1.2403 1.2286 0.0599 0.19
C -0.0770 -0.4362 -0.0031 0.57
C 1.2701 -0.8499 0.0692 -0.15
H -3.5742 -0.6876 -0.6903 0.05
H 1.4477 2.2021 0.2708 0.26
H 1.7894 -1.7699 0.0485 0.46
```

highest occupied orbital energy (spin up / spin down)	-8.504 / -9.035	eV
multiplicity	1
Kohn-Sham gap (spin up / spin down)	7.24 / 8.10	eV
LUMO energy (spin up / spin down)	-1.263 / -0.934	eV


Quick look at relative energies in eV: #1 0.000; #2 1.087.


#1
DFT (ωB97M-V/def2-TZVPD) results for a cluster of 4 separate species, C2H11NO5 in total.

```
19
Properties=species:S:1:pos:R:3:mulliken_charge:R:1
O -2.1995 -0.5145 -1.9690 -0.55
O 1.6791 1.3491 2.1025 -0.65
O 0.3874 0.5068 -1.1132 -0.52
O -0.0206 2.9115 0.6077 -0.68
O 0.2434 -1.1525 2.1483 -0.60
N -0.1228 -1.6708 -1.4904 -0.22
C -1.5442 -1.4541 -1.1686 -0.39
C 0.6573 -0.5538 -1.6482 0.01
H -2.0599 -2.3764 -1.3963 0.35
H 0.0468 -2.3742 -2.1970 0.29
H 1.7468 2.1401 1.5528 0.36
H -1.8986 0.3835 -1.8110 0.33
H 1.1904 -1.2591 2.2430 0.29
H 0.0988 -0.2978 2.5491 0.30
H -1.4783 -1.0963 -0.1336 0.27
H -0.2232 2.5150 -0.2350 0.34
H 2.0147 1.3471 3.0092 0.29
H 1.5430 -0.5810 -2.2991 0.41
H -0.0607 2.1776 1.2489 0.36
```

highest occupied orbital energy	-10.276	eV
multiplicity	1
Kohn-Sham gap	10.82	eV
LUMO energy	0.545	eV
SMILES	O=CNCO.O.O.O


#2
DFT (ωB97M-V/def2-TZVPD) results for a cluster of 4 separate species, C2H11NO5 in total.

```
19
Properties=species:S:1:pos:R:3:mulliken_charge:R:1
O -1.1267 -0.4667 -1.8561 -0.50
O -2.2094 1.7295 0.8849 -0.63
O 3.2655 -0.6192 2.2896 -0.64
O 0.5546 -0.2361 -0.4148 -0.61
O 0.4764 -3.9956 4.6410 -0.63
N 0.0837 1.3670 -2.0303 -0.16
C -0.8929 1.8497 -3.0414 -0.76
C -0.0431 0.1668 -1.3981 0.60
H 2.6355 -0.1714 1.7144 0.33
H 3.6411 -1.3676 1.8243 0.31
H -2.0075 2.5991 1.2400 0.31
H -1.8886 1.5557 -2.6883 0.25
H 0.7698 2.0300 -1.6684 0.25
H -1.2425 -1.2947 -1.3714 0.33
H -0.5944 2.8813 -3.2976 0.32
H 0.0534 -3.5886 3.8746 0.32
H -0.7053 1.2319 -3.9349 0.28
H -1.3947 1.2131 0.9361 0.32
H 0.6251 -4.8842 4.2966 0.32
```

highest occupied orbital energy	-10.095	eV
multiplicity	1
Kohn-Sham gap	10.49	eV
LUMO energy	0.391	eV
SMILES	CNC(=O)O.O.O.O


Quick look at relative energies in eV: #1 0.537; #2 0.000.


#1
DFT (ωB97M-V/def2-TZVPD) results for the ion C5H11N4 with charge +1.

```
20
Properties=species:S:1:pos:R:3:mulliken_charge:R:1
N 1.4469 -2.3474 -2.3983 -0.50
N 0.4680 -0.0639 -1.4822 0.83
N 0.9216 -0.1659 -2.6005 -1.05
N -0.5555 0.5347 0.7015 -0.02
C 0.6633 1.1838 1.3008 -0.82
C -1.7439 1.3255 0.9905 -0.75
C 1.5576 -1.3256 -3.1275 0.11
C -0.7215 -0.7805 1.4187 -1.05
C -0.4108 0.1430 -0.6768 0.02
H 1.9848 -3.1084 -2.7697 0.25
H -1.6463 1.5362 2.0015 0.42
H -1.6626 -1.1570 1.4769 0.42
H 1.9838 -0.9859 -4.0358 0.41
H 1.5632 0.6639 1.3786 0.39
H -2.6537 0.8259 0.5562 0.36
H 0.8256 2.0627 0.6148 0.37
H 0.4606 1.3881 2.4571 0.36
H 0.0122 -1.5767 1.2121 0.36
H -0.6100 -0.5000 2.4074 0.53
H -1.8832 2.3473 0.5745 0.34
```

highest occupied orbital energy	-13.002	eV
net charge	+1
multiplicity	1
Kohn-Sham gap	8.54	eV
LUMO energy	-4.465	eV


#2
DFT (ωB97M-V/def2-TZVPD) results for a cluster of 2 separate species, C5H11N4 in total.

```
20
Properties=species:S:1:pos:R:3:mulliken_charge:R:1
N 0.4813 0.0491 0.1678 -0.77
N 0.9239 3.2364 1.4840 -0.24
N 0.2424 1.3238 0.3871 0.23
N 0.8093 0.1647 -3.1863 -0.39
C -1.7391 -0.0089 -0.8555 -1.52
C -0.3962 -2.0585 -0.7798 -1.37
C -0.3674 -0.5002 -0.9226 1.57
C 0.8532 1.9603 1.3742 0.18
C 0.3900 -0.1913 -2.1694 -0.27
H 0.6336 -2.3836 -0.6637 0.37
H 0.4800 3.8071 0.7544 0.24
H -1.0053 -2.5249 -1.6500 0.37
H -1.7195 1.0503 -1.1437 0.44
H -0.3281 1.9033 -0.1755 0.22
H -0.9368 -2.3152 0.1809 0.34
H -2.3634 -0.5875 -1.4844 0.44
H -2.0876 -0.0255 0.2312 0.33
H 1.4683 3.6147 2.1982 0.25
H 1.5490 1.3798 2.0278 0.36
H 2.1849 0.1436 -0.6420 0.19
```

highest occupied orbital energy (spin up / spin down)	-13.680 / -13.582	eV
net charge	+1
multiplicity	1
Kohn-Sham gap (spin up / spin down)	8.91 / 8.04	eV
LUMO energy (spin up / spin down)	-4.772 / -5.539	eV


#3
DFT (ωB97M-V/def2-TZVPD) results for the ion C5H11N4 with charge +1.

```
20
Properties=species:S:1:pos:R:3:mulliken_charge:R:1
N -2.0505 1.5205 -1.2067 -0.05
N 0.8149 -1.1705 -0.9105 -0.28
N 2.5727 0.1447 -0.2175 -0.70
N 1.5099 -0.3913 -0.4146 1.29
C -1.3642 -0.4716 1.3377 -1.28
C -1.0556 0.8440 -0.7900 -0.86
C -1.4434 -0.3979 -0.1649 0.66
C 3.4144 0.8161 0.7702 -0.68
C -0.5412 -1.4802 -0.9376 -0.57
H -2.9251 1.1966 -0.8943 0.23
H 2.9843 1.6707 1.1606 0.35
H -2.0437 2.3478 -1.8255 0.27
H -1.7536 -1.3647 1.7972 0.37
H -1.9919 0.3610 1.6526 0.37
H 4.2571 1.3600 0.2514 0.31
H 3.8303 -0.0116 1.3859 0.31
H -0.2903 -0.3396 1.7892 0.23
H -2.5276 -0.6638 -0.3307 0.42
H -0.6066 -2.5144 -0.4729 0.34
H -0.7902 -1.4557 -1.9796 0.28
```

highest occupied orbital energy (spin up / spin down)	-12.267 / -12.268	eV
net charge	+1
multiplicity	1
Kohn-Sham gap (spin up / spin down)	7.35 / 7.35	eV
LUMO energy (spin up / spin down)	-4.921 / -4.921	eV


Quick look at relative energies in eV: #1 0.650; #2 0.000; #3 0.989.


#1
DFT (ωB97M-V/def2-TZVPD) results for an isolated molecule of C3H9BO.

```
14
Properties=species:S:1:pos:R:3:mulliken_charge:R:1
O 0.9750 -0.7256 -1.7218 -0.60
C 1.6753 -0.2573 0.7484 -1.02
C -1.5763 0.0122 0.5657 -1.02
C -0.6116 0.8507 -0.3966 -0.48
B 0.7482 -0.0357 -0.5589 0.44
H -1.1285 -0.1811 1.5474 0.27
H 1.1820 0.2860 1.5358 0.29
H -0.7478 1.9434 -0.1460 0.31
H -1.0416 0.6390 -1.3520 0.18
H 0.4986 -0.6819 -2.5359 0.30
H 2.6769 -0.0669 0.6599 0.39
H -2.4862 0.5307 0.5231 0.37
H -1.6616 -0.9903 0.0860 0.27
H 1.4976 -1.3232 1.0448 0.30
```

highest occupied orbital energy	-9.950	eV
multiplicity	1
Kohn-Sham gap	10.56	eV
LUMO energy	0.612	eV
SMILES	CCB(C)O


#2
DFT (ωB97M-V/def2-TZVPD) results for an isolated molecule of C3H9BO.

```
14
Properties=species:S:1:pos:R:3:mulliken_charge:R:1
O -2.1146 -0.3229 0.7065 -0.56
C -0.4342 0.7307 -0.8454 -0.44
C 0.4144 -1.0034 1.3989 -1.05
C 0.9907 0.7414 -1.3741 -1.04
B -0.7940 -0.2736 0.4403 0.49
H 1.2401 -0.0938 -2.0327 0.26
H 0.0578 -0.8375 2.4366 0.27
H 0.4884 -2.0714 1.2707 0.34
H -1.0773 0.3841 -1.7304 0.24
H -0.7356 1.7156 -0.5328 0.32
H 1.3200 -0.6187 1.1268 0.30
H 1.8296 0.7886 -0.5162 0.21
H -2.3893 -0.8262 1.5258 0.32
H 1.2041 1.6872 -1.8739 0.34
```

highest occupied orbital energy	-9.775	eV
multiplicity	1
Kohn-Sham gap	10.31	eV
LUMO energy	0.539	eV
SMILES	CCB(C)O


Quick look at relative energies in eV: #1 0.107; #2 0.000.